DFT (wB97M-V/def2-TZVPD) results for an isolated molecule of C11H10N2S at a distorted geometry.

Geometry as XYZ:
```
24
C11H10N2S (wB97M-V/def2-TZVPD)
C 1.08925 1.72554 0.11049
C -1.11779 0.66059 -0.10772
C -2.18166 0.79209 -0.99678
C -3.25443 -0.05965 -0.88024
C -3.47931 -1.00179 0.11430
C -2.33509 -1.13702 1.02937
C -1.15026 -0.40018 0.86992
C 1.71601 0.35109 0.07971
C 2.64581 -0.21391 0.87340
C 3.23096 -1.34514 0.36077
C 2.66436 -1.76678 -0.80841
H 2.86409 2.41105 0.05969
H -0.61367 2.69285 -0.48685
H -2.22576 1.55743 -1.73628
H -3.99435 0.27950 -1.53696
H -4.28119 -1.75975 0.13070
H -2.32269 -1.88666 1.73733
H -0.22640 -0.51949 1.36259
H 2.81519 0.21840 1.80272
H 3.90301 -1.96951 0.92481
H 2.98327 -2.55322 -1.48476
N 1.91192 2.83325 0.16400
N -0.19696 1.71136 -0.22745
S 1.55568 -0.62007 -1.35433
```

Summary:
relative energy (zero: lowest compared OMol25 entry of this formula, charge and spin) = 157.9 kJ/mol
spin multiplicity = 1
gap between HOMO and LUMO = 0.3234 Ha
SMILES string = [H]/N=C(/Nc1ccccc1)c1cccs1
LUMO level = 0.467 eV



DFT (wB97M-V/def2-TZVPD) results for a cluster of 2 separate species, C4H10NO in total at a distorted geometry.

Geometry as XYZ:
```
16
C4H10NO (wB97M-V/def2-TZVPD)
C -0.48003 0.18948 -0.94360
C -0.33504 -1.28282 -0.82679
C -1.38296 -2.08327 -0.20809
C 1.39069 2.80160 1.27019
N 0.62762 -0.31851 -0.13432
O 1.58615 1.67141 0.84371
H 0.02077 0.53629 -1.82226
H -1.29317 0.73033 -0.52428
H 0.30455 -1.67828 -1.58552
H -2.05887 -1.34239 0.33275
H -1.08410 -2.96467 0.52099
H -1.92351 -2.43824 -1.03026
H 0.42874 3.08591 1.81919
H 2.11501 3.61393 1.51811
H 0.46246 -0.26114 0.91263
H 1.62167 -0.25963 -0.14244
```

Summary:
relative energy (zero: lowest compared OMol25 entry of this formula, charge and spin) = 286.9 kJ/mol
spin multiplicity = 1
gap between HOMO and LUMO = 0.4037 Ha
total charge = +1
LUMO level = -3.343 eV



DFT (wB97M-V/def2-TZVPD) results for the ion C2HN2O3 with charge -1 at a distorted geometry.

Geometry as XYZ:
```
8
C2HN2O3 (wB97M-V/def2-TZVPD)
C -1.83210 1.27230 -0.23612
C 1.50673 -0.79696 -0.13801
N 0.10474 -0.31895 0.07457
N -1.14517 0.75223 0.63778
O -2.87941 1.70766 -0.88249
O 1.56794 -1.97596 0.08823
O 2.39300 -0.00285 -0.47614
H 0.28427 -0.63746 0.93218
```

Summary:
relative energy (zero: lowest compared OMol25 entry of this formula, charge and spin) = 322.1 kJ/mol
spin multiplicity = 1
gap between HOMO and LUMO (alpha / beta) = 0.2808 / 0.2809 Ha
SMILES string = O=C=NNC(=O)[O-]
total charge = -1
LUMO level (alpha / beta) = 3.030 / 3.031 eV



DFT (wB97M-V/def2-TZVPD) results for a structure of composition C4H5NO.

Geometry as XYZ:
```
11
C4H5NO (wB97M-V/def2-TZVPD)
O 0.25579 1.50591 1.56119
C 0.13686 0.64325 0.73551
C -0.90252 -0.50146 0.63706
C -0.26315 -1.26203 -0.52200
N 0.04103 -0.21368 -1.45973
C 1.02444 0.27416 -0.44570
H -0.99391 -1.04243 1.58220
H -1.89318 -0.14367 0.32703
H 1.49144 -0.68035 -0.09099
H -0.70476 0.49605 -1.49212
H 1.80795 0.92426 -0.83244
```

Summary:
relative energy (zero: lowest compared OMol25 entry of this formula, charge and spin) = 442.0 kJ/mol
spin multiplicity = 1
gap between HOMO and LUMO = 0.3176 Ha
LUMO level = -0.184 eV



DFT (wB97M-V/def2-TZVPD) results for a cluster of 3 separate species, C5H16O2S in total at a distorted geometry.

Geometry as XYZ:
```
24
C5H16O2S (wB97M-V/def2-TZVPD)
C -2.79930 -1.27617 1.53562
C -1.40777 -0.90447 1.01263
C -1.20348 0.61551 0.95652
C -1.53387 1.20261 -0.41767
S -0.44318 0.70573 -1.76663
C 1.08230 1.49160 -1.25657
H -3.58439 -0.67571 1.03538
H -3.06553 -2.30718 1.38675
H -2.90258 -0.99034 2.58834
H -1.23147 -1.40084 0.06198
H -0.66521 -1.34441 1.68604
H -0.21619 0.94106 1.31349
H -1.89307 1.05986 1.69076
H -2.52385 0.84736 -0.69440
H -1.52980 2.28061 -0.42454
H 0.99279 2.47920 -0.80207
H 1.74749 1.58644 -2.12357
H 1.61469 0.85771 -0.54790
H 2.95051 -2.00986 -1.41650
H 1.68557 -1.99407 -0.53390
O 2.65323 -1.97695 -0.49055
H 4.27271 0.39477 -0.19690
H 3.64592 -0.08614 -1.43949
O 4.35447 0.50370 -1.15682
```

Summary:
relative energy (zero: lowest compared OMol25 entry of this formula, charge and spin) = 46.4 kJ/mol
spin multiplicity = 1
gap between HOMO and LUMO = 0.3363 Ha
SMILES string = CCCCSC.O.O
LUMO level = 0.490 eV



DFT (wB97M-V/def2-TZVPD) results for a cluster of 11 separate species, C40H101BN9O18 in total at a distorted geometry.

Geometry as XYZ:
```
169
C40H101BN9O18 (wB97M-V/def2-TZVPD)
O 23.55456 26.80514 13.65698
C 22.64727 26.05416 14.08009
O 22.32669 24.85417 13.51235
B 21.16784 24.21535 14.21630
O 20.80557 25.21522 15.24058
C 21.53064 26.27771 15.20124
O 21.39873 27.29866 15.85903
O 21.55564 22.84890 14.68483
C 20.55237 21.96646 14.38429
O 20.44891 20.75743 14.57952
C 19.55029 22.76033 13.55703
O 19.99279 23.97260 13.39293
O 18.52005 22.27247 13.02410
C 21.79583 23.09283 20.78801
C 21.83220 24.52781 20.21831
C 22.16792 24.73463 18.75313
O 23.45335 24.13521 18.47587
C 23.92546 24.12290 17.14574
N 20.57663 25.07102 20.59621
H 22.80251 22.67930 20.72734
H 21.29437 22.43325 20.07978
H 21.32979 23.02250 21.77085
H 22.62456 25.02447 20.77829
H 22.21050 25.79179 18.49102
H 21.45962 24.19088 18.12802
H 23.34504 23.61941 16.37263
H 24.91455 23.66670 17.10450
H 24.01584 25.13644 16.75502
H 19.90231 24.57600 20.03024
H 20.38348 24.66474 21.50050
C 18.80689 18.74577 12.65145
C 17.78133 18.54992 11.56179
C 16.40600 18.04672 12.05442
O 15.48258 19.11774 12.53008
C 14.27335 18.73234 13.03007
N 17.72205 19.83164 10.82085
H 18.53171 19.55495 13.32793
H 19.78724 19.02695 12.26683
H 18.98064 17.84800 13.24468
H 18.17769 17.76534 10.91725
H 16.47349 17.26950 12.81566
H 15.87042 17.50228 11.27671
H 13.64638 18.36014 12.21983
H 13.83647 19.50785 13.65921
H 14.33211 17.85608 13.67568
H 17.71288 20.54822 11.53256
H 18.61199 19.97354 10.36481
C 20.21225 16.40129 18.59305
C 20.73859 17.47057 19.58301
C 20.91251 18.85882 18.93236
O 21.98801 18.90545 18.02028
C 22.15847 20.10325 17.32760
N 19.69226 17.49902 20.60460
H 19.20359 16.60942 18.23614
H 20.09026 15.42691 19.06613
H 20.93084 16.40501 17.77347
H 21.71145 17.14471 19.95106
H 21.05084 19.52464 19.78420
H 20.00847 19.09103 18.36943
H 22.50259 20.88365 18.00633
H 21.17830 20.29268 16.89002
H 22.86972 20.05753 16.50290
H 19.89532 18.28831 21.20116
H 18.95619 17.98309 20.11066
C 25.59121 27.78042 10.74386
C 25.89252 26.35076 10.32231
C 26.92261 26.20901 9.16236
O 26.35132 26.50304 7.93746
C 27.11356 26.08494 6.84763
N 26.22974 25.62031 11.54324
H 25.19089 28.36718 9.91709
H 26.39024 28.31925 11.25308
H 24.75958 27.74857 11.44777
H 24.95042 25.90834 9.99857
H 27.22224 25.16451 9.24798
H 27.86149 26.71380 9.38993
H 26.57547 26.30875 5.92650
H 27.21360 25.00152 6.78222
H 28.10336 26.54139 6.83943
H 26.27138 24.61718 11.43326
H 25.31964 25.64764 11.98035
C 12.45877 23.87237 17.49105
C 13.04056 24.01115 16.09774
C 14.59581 24.17792 16.12131
O 15.05789 24.54358 14.80111
C 16.11062 23.71573 14.28126
N 12.55835 22.79201 15.36651
H 13.00919 23.16200 18.10790
H 11.39764 23.62407 17.51256
H 12.53698 24.87097 17.92091
H 12.47195 24.84550 15.68707
H 15.13116 23.38659 16.64601
H 14.67838 25.06438 16.75017
H 16.46812 24.19750 13.37121
H 15.86391 22.66528 14.12709
H 16.97846 23.77841 14.93780
H 11.55644 22.81732 15.49157
H 12.96601 21.92687 15.69125
C 17.55935 25.31039 10.04720
C 18.65047 24.36233 9.64148
C 20.04631 24.95152 10.01621
O 21.08450 23.97796 9.88950
C 22.43913 24.35141 10.02455
N 18.48491 23.06953 10.25532
H 17.87237 26.35431 10.06600
H 17.14275 25.21303 11.04973
H 16.80368 25.19046 9.27087
H 18.64399 24.26447 8.55590
H 20.05560 25.06357 11.10040
H 20.23326 25.93952 9.59550
H 22.95779 23.44307 10.33117
H 22.56001 24.97071 10.91334
H 22.88170 24.74513 9.10956
H 19.40475 22.65474 10.21128
H 18.36699 23.24664 11.24265
C 22.68446 20.12691 12.06232
C 23.07561 18.65490 12.06288
C 22.48963 17.97731 10.81336
O 22.80967 18.77366 9.64863
C 22.47240 18.12909 8.43166
N 24.54471 18.56593 12.13812
H 21.61556 20.26708 11.90141
H 23.15674 20.77493 11.32400
H 22.89152 20.52440 13.05592
H 22.70866 18.24788 13.00510
H 21.41899 18.02906 11.01127
H 22.96551 16.99678 10.82750
H 23.13058 17.28723 8.21674
H 22.42856 18.86734 7.63094
H 21.48801 17.68254 8.57190
H 24.95473 19.16405 11.43510
H 24.73479 17.61828 11.84499
C 14.04878 18.03348 17.97983
C 14.51227 19.40383 18.34576
C 15.17675 20.20283 17.17887
O 16.54830 19.81920 16.96773
C 16.97998 20.48650 15.79743
N 13.29721 19.94293 18.92383
H 13.76759 17.37124 18.79865
H 14.87720 17.55258 17.45968
H 13.25654 17.99845 17.23202
H 15.24808 19.34103 19.14747
H 15.09248 21.22783 17.53992
H 14.58051 20.05542 16.27839
H 16.34672 20.26417 14.93857
H 17.96829 20.07193 15.59874
H 17.17940 21.55448 15.88555
H 13.07098 19.35159 19.71075
H 12.56213 19.84452 18.23822
C 22.63937 30.73977 15.34741
C 22.42984 30.55767 16.85697
C 23.63321 29.72903 17.45321
O 23.66803 29.91875 18.86371
C 22.56927 29.52043 19.66505
N 22.35898 31.92629 17.44740
H 23.63341 31.16050 15.19580
H 21.85108 31.30782 14.85343
H 22.65333 29.79752 14.79962
H 21.50984 30.07598 17.18812
H 24.60265 30.01137 17.04264
H 23.35305 28.70094 17.22373
H 21.59106 29.97645 19.51253
H 22.83250 29.53178 20.72273
H 22.36550 28.45643 19.54476
H 22.50419 31.73873 18.42915
H 21.43738 32.33265 17.37233
O 18.58908 28.02101 17.03188
H 19.44396 27.85004 16.63669
H 18.02257 28.24121 16.29241
```

Summary:
spin multiplicity = 2
gap between HOMO and LUMO (alpha / beta) = 0.2874 / 0.0890 Ha
⟨S²⟩ = 0.757
LUMO level (alpha / beta) = -0.704 / -6.101 eV



DFT (wB97M-V/def2-TZVPD) results for a cluster of 2 separate species, C4H12S in total at a distorted geometry.

Geometry as XYZ:
```
17
C4H12S (wB97M-V/def2-TZVPD)
C 1.20748 0.55641 -1.45771
C 2.30419 0.18758 -2.49875
H 1.66055 1.01052 -0.57891
H 0.52320 1.27069 -1.90706
H 0.69212 -0.33725 -1.11231
H 2.46818 -0.88615 -2.54357
H 3.24291 0.66227 -2.24473
H 1.99194 0.56576 -3.46836
C -1.75402 0.29739 1.41303
C -0.99634 -0.53104 2.46493
S -2.83684 -0.60167 0.27765
H -2.35300 1.06922 1.88131
H -1.01457 0.85076 0.84374
H -1.18640 -1.59133 2.34928
H -2.76557 -1.80088 0.85046
H -1.21512 -0.23937 3.48515
H 0.03128 -0.48293 2.24585
```

Summary:
relative energy (zero: lowest compared OMol25 entry of this formula, charge and spin) = 38.8 kJ/mol
spin multiplicity = 1
gap between HOMO and LUMO = 0.3657 Ha
SMILES string = CCS.CC
LUMO level = 1.005 eV



DFT (wB97M-V/def2-TZVPD) results for the ion C3H9N4 with charge +1 at a distorted geometry.

Geometry as XYZ:
```
16
C3H9N4 (wB97M-V/def2-TZVPD)
C -0.70684 0.71400 -0.00874
C 1.71039 0.53546 -0.05286
C 1.14260 -0.87344 -0.03944
N -1.91674 1.17645 -0.14565
N 0.54382 1.32621 0.22964
N -0.29795 -0.73772 -0.37191
N -1.25354 -1.63041 0.16643
H 2.42735 0.76947 0.72488
H 2.20369 0.84879 -0.95126
H 1.75505 -1.54915 -0.58413
H 1.22681 -1.19417 0.95978
H -2.20462 2.17415 -0.30060
H 0.60972 2.30684 0.55320
H -1.67856 -2.35291 -0.51500
H -2.64583 0.67096 -0.67537
H -0.91535 -2.18453 1.01104
```

Summary:
relative energy (zero: lowest compared OMol25 entry of this formula, charge and spin) = 205.0 kJ/mol
spin multiplicity = 3
gap between HOMO and LUMO (alpha / beta) = 0.2472 / 0.2165 Ha
total charge = +1
⟨S²⟩ = 2.008
LUMO level (alpha / beta) = -2.675 / -7.669 eV



DFT (wB97M-V/def2-TZVPD) results for an isolated molecule of C5H12NO at a distorted geometry.

Geometry as XYZ:
```
19
C5H12NO (wB97M-V/def2-TZVPD)
C 0.47737 -1.25974 -1.10802
O -0.23951 -0.46095 -2.09190
C 0.84323 -0.50267 0.21253
C -0.05313 0.50812 0.91204
C -1.57251 0.12372 1.13942
C -2.56031 1.01496 0.63185
N 2.08004 0.31746 -0.18669
H 1.33925 -1.62073 -1.66335
H -0.14633 -2.21090 -0.89696
H -1.11472 -0.67640 -1.92389
H 1.05490 -1.21600 0.96199
H 0.25949 0.65366 1.89007
H -0.01541 1.53372 0.45055
H -1.73695 -0.76333 1.65896
H -2.92342 1.18366 -0.34278
H -3.09742 1.85900 1.31323
H 2.78994 -0.38520 -0.38717
H 2.56016 0.99354 0.48179
H 2.05533 0.90808 -1.05167
```

Summary:
relative energy (zero: lowest compared OMol25 entry of this formula, charge and spin) = 556.7 kJ/mol
spin multiplicity = 2
gap between HOMO and LUMO (alpha / beta) = 0.1335 / 0.1353 Ha
⟨S²⟩ = 0.761
LUMO level (alpha / beta) = -0.605 / -0.662 eV



DFT (wB97M-V/def2-TZVPD) results for a structure of composition C8H6BrNO2S2 at a distorted geometry.

Geometry as XYZ:
```
20
C8H6BrNO2S2 (wB97M-V/def2-TZVPD)
C -1.75247 -2.36167 -1.66475
C -1.67620 -1.46058 -0.56211
C 2.97976 0.43878 1.43764
C 2.45032 1.31344 2.35710
C -1.87983 -1.68804 -2.82356
C 1.88958 0.21208 0.53960
C 0.76505 0.80687 0.97770
C -1.83234 -0.14087 -0.88675
N 1.10725 1.54199 2.11374
O -2.31440 1.73499 1.06169
O -1.09420 2.39117 -1.03473
S -2.04369 0.02895 -2.60326
S -1.37322 1.35642 -0.02692
Br 1.95459 -0.75204 -1.07853
H -1.38563 -3.37818 -1.58221
H -1.57063 -1.79570 0.39669
H 3.95768 0.08825 1.23227
H 2.96027 1.65581 3.20832
H -1.59685 -2.05249 -3.76565
H 0.45496 2.06081 2.70372
```

Summary:
spin multiplicity = 1
gap between HOMO and LUMO = 0.2788 Ha
LUMO level = -1.258 eV



DFT (wB97M-V/def2-TZVPD) results for a structure of composition C21H38IN2O2SSi4Ta at a distorted geometry.

Geometry as XYZ:
```
70
C21H38IN2O2SSi4Ta (wB97M-V/def2-TZVPD)
Ta -0.27875 1.19555 -0.81805
C -2.36347 -5.25552 -5.86572
C -1.95544 -4.07001 -5.04920
C -1.41189 -2.94002 -5.66688
C -1.01463 -1.84464 -4.92848
C -1.17432 -1.90055 -3.54265
C -1.71099 -3.01250 -2.88792
C -2.09873 -4.08743 -3.65535
S -0.68259 -0.55508 -2.62658
O -0.23053 0.58358 -3.40232
O -1.75477 -0.09749 -1.64397
N 0.42836 -0.77414 -1.45971
C 1.73385 -0.29458 -1.76664
C 2.79307 -0.86410 -2.42613
C 3.90558 -0.05716 -2.64597
C 3.91456 1.27109 -2.22837
C 2.81523 1.77370 -1.56594
N 1.76792 0.97407 -1.31281
H -2.69399 -4.95836 -6.85910
H -3.15841 -5.81827 -5.38052
H -1.50978 -5.92630 -5.98910
H -1.31134 -2.91800 -6.74394
H -0.60945 -0.96054 -5.40169
H -1.83023 -3.02227 -1.81179
H -2.52936 -4.95663 -3.17614
H 2.74634 -1.89053 -2.76207
H 4.76439 -0.46307 -3.16393
H 4.76201 1.91224 -2.42157
H 2.75644 2.79504 -1.21731
I -0.33204 3.71611 -1.48121
C 2.35829 -1.41003 1.74764
Si 2.07992 0.26230 2.53902
C 1.89898 0.07112 4.38162
C 3.42549 1.48792 2.10887
Si 0.05861 1.14285 1.57113
Si -0.41227 3.34773 2.47322
C -0.50867 3.07593 4.31852
C 1.06150 4.42299 2.05037
C -2.06319 4.01838 1.87519
Si -1.88089 -0.36441 1.86999
C -3.41550 0.41555 1.13277
C -2.06356 -0.45708 3.72297
C -1.53332 -2.05871 1.16812
H 3.37167 -1.75808 1.96383
H 2.23072 -1.40416 0.66427
H 1.66720 -2.14560 2.16366
H 2.79068 -0.45408 4.73809
H 1.03446 -0.53131 4.65872
H 1.84696 1.02095 4.91206
H 4.39417 0.98502 2.16720
H 3.44011 2.31738 2.81729
H 3.32555 1.90786 1.10737
H 0.42883 2.71919 4.74459
H -1.30329 2.38306 4.59156
H -0.73996 4.03551 4.79142
H 1.81619 4.34282 2.83479
H 0.75938 5.47059 1.99234
H 1.53217 4.16103 1.10167
H -2.80142 3.91677 2.67366
H -2.45765 3.51072 0.99601
H -1.99144 5.08165 1.63888
H -3.64202 1.37143 1.60871
H -4.26907 -0.24566 1.30732
H -3.36175 0.57344 0.05444
H -2.33743 0.49437 4.17428
H -1.17372 -0.84151 4.21991
H -2.88052 -1.16043 3.91515
H -1.18059 -2.02821 0.13850
H -2.45597 -2.64430 1.20413
H -0.78563 -2.58716 1.76178
```

Summary:
relative energy (zero: lowest compared OMol25 entry of this formula, charge and spin) = 0.0 kJ/mol
spin multiplicity = 1
gap between HOMO and LUMO = 0.2441 Ha
total charge = +2
LUMO level = -7.540 eV



It is found that the molecular weight values, taken in the order of the records, are 202.282 88.130 101.041 83.090 140.248 1007.105 92.207 101.133 102.157 292.179 802.810 g mol⁻¹.